Arrangement i

60
Properties=species:S:1:pos:R:3 method="wB97M-V/def2-TZVPD" total_charge=0 homo_energy_ev=-7.92 mol_weight_da=401.51 homo_lumo_gap_ev=6.97
N 5.25 -1.14 -0.07
O 5.35 2.82 -0.38
H -8.59 -1.30 -1.68
H -1.54 2.98 0.67
H -5.20 1.36 -0.45
C -9.90 -0.48 -0.38
H -5.11 -0.40 0.96
O 2.95 2.74 0.03
O -0.61 -0.12 1.25
H 5.77 -3.04 -0.60
H 5.42 -4.34 1.61
C -4.64 0.69 -0.76
H -1.72 2.66 2.25
C -3.29 1.18 -0.31
H 7.62 -2.49 -0.05
C 2.82 1.63 0.25
C 5.49 -3.21 1.40
C 4.06 0.78 0.05
H 4.10 -3.00 -0.21
H -7.40 -0.42 0.82
N 1.74 1.02 0.31
C 3.96 -0.64 0.25
H 7.79 2.31 -0.72
H 1.57 0.10 0.82
H -2.94 2.11 -1.02
H -10.68 -1.05 -0.50
C -1.72 2.46 1.30
H 6.52 -3.01 1.74
H -3.15 0.73 1.49
C -3.04 1.65 0.88
H 9.68 -1.35 -0.80
H 4.88 -2.70 2.28
H -7.30 0.43 -0.72
C -8.52 -1.25 -0.82
C -4.85 -0.76 -0.33
H 0.65 2.73 0.47
C 8.80 0.63 -0.71
H -6.02 -2.19 -0.41
C 5.39 1.58 -0.40
O 3.04 -1.25 0.49
H -3.77 2.26 1.32
H 4.41 3.15 -0.45
C -7.26 -0.40 -0.39
C -6.09 -1.28 -0.74
H -9.99 -0.24 0.63
H -2.29 0.51 -0.79
C 6.43 -0.89 -0.31
H -8.72 -2.28 -0.41
H 9.68 1.18 -1.01
H -6.04 -1.29 -1.86
C -0.65 1.34 1.00
H -10.04 0.50 -0.89
H -4.64 0.77 -2.00
H -4.00 -1.19 -0.41
C 8.80 -0.64 -0.96
C 6.37 0.79 -0.32
C 7.70 1.43 -0.70
N 0.61 1.87 0.64
C 5.13 -2.64 0.08
C 7.70 -1.42 -0.45

=====

Arrangement ii

60
Properties=species:S:1:pos:R:3 method="wB97M-V/def2-TZVPD" total_charge=0 homo_energy_ev=-8.97 smiles="CCOC(=O)[C@@]1(CC(=O)N[C@@H](Cc2cccnc2)C2CCCC2)CCCNC1=O" mol_weight_da=401.51 homo_lumo_gap_ev=9.45
C 1.26 -3.44 0.75
H -2.24 0.21 3.00
H 3.23 1.16 0.61
H -4.30 0.92 1.66
C -0.67 -4.58 -0.10
H 0.90 2.69 -2.28
C 1.73 -0.99 1.20
C 2.47 -0.72 -0.12
C 1.98 -4.12 -0.23
H -4.54 2.54 -1.72
C 0.15 -5.18 -1.04
C 1.91 -2.45 1.67
H -3.46 0.42 -2.10
H -1.73 -4.80 -0.08
C 0.61 3.60 -1.76
H 2.15 -0.36 1.99
C 0.33 3.33 -0.31
H 3.06 -3.97 -0.29
H -4.90 3.20 0.73
H 3.07 -0.64 -2.85
H 2.91 -1.65 -0.47
O -0.73 2.35 -0.25
H -5.37 1.35 -0.70
C -4.03 2.64 0.38
C -4.41 1.87 -0.87
H 0.01 4.22 0.23
C -1.14 2.03 0.98
O 0.03 -0.58 3.36
C 1.67 -0.14 -1.29
H -0.71 -3.23 1.58
O -1.74 -0.57 -0.80
H 4.47 -0.09 0.55
C -3.54 1.68 1.45
H -0.18 -0.71 0.24
O -0.74 2.54 1.98
H 2.42 0.98 -3.02
H -0.26 -5.87 -1.77
H -2.43 -1.04 1.77
H 4.02 1.85 -1.47
C 3.93 0.76 -1.42
H 1.42 4.33 -1.85
C 3.60 0.31 0.02
H -3.26 3.37 0.15
H -3.32 2.19 2.38
H 2.98 -2.65 1.75
C -0.11 -3.70 0.81
H 4.88 0.36 -1.76
H 1.12 0.74 -0.96
N 0.32 -0.63 1.12
C -2.25 0.97 0.99
C -0.42 -0.46 2.24
H 1.49 -2.53 2.68
C -1.89 -0.12 2.02
N 1.46 -4.96 -1.11
C 2.76 0.25 -2.29
H 0.94 -0.84 -1.71
N -3.39 0.88 -1.20
C -2.43 0.36 -0.41
H -0.27 4.01 -2.26
H 1.20 2.92 0.21

=====

Energy relative to the most stable one, in eV: arrangement i 24.033; arrangement ii 0.000

=====

Arrangement i

23
Properties=species:S:1:pos:R:3 method="wB97M-V/def2-TZVPD" total_charge=0 homo_energy_ev="-8.51 / -8.19" mol_weight_da=165.99 homo_lumo_gap_ev="8.48 / 8.08"
H 2.08 -0.71 0.85
C 1.80 -0.62 -0.19
H 1.52 0.28 -3.41
C 0.10 -0.10 -1.90
C -3.30 0.78 2.98
O -2.74 -0.03 1.94
H -3.43 0.16 3.87
C 2.86 -0.91 -1.23
B -1.57 0.52 1.57
O -0.93 0.45 -2.23
H 0.49 -1.11 -3.76
C 0.59 -0.29 -0.57
O -1.23 1.64 2.25
H -2.69 2.90 2.96
H 3.35 0.02 -1.52
H 3.61 -1.59 -0.83
H -4.27 1.14 2.64
C 2.17 -1.54 -2.44
H -1.84 1.92 4.19
H 1.73 -2.49 -2.14
C -2.27 1.92 3.19
C 1.08 -0.62 -2.98
H 2.90 -1.73 -3.23

=====

Arrangement ii

23
Properties=species:S:1:pos:R:3 method="wB97M-V/def2-TZVPD" total_charge=0 homo_energy_ev=-7.80 mol_weight_da=165.99 homo_lumo_gap_ev=8.17
H -0.14 1.14 2.65
C 0.05 0.15 2.39
H 2.16 1.30 -0.94
C -1.23 1.56 -0.28
C -0.67 -0.27 1.36
C -1.58 0.54 0.54
H -1.01 -2.82 -1.97
H 1.19 -0.11 3.98
C 0.98 -0.34 -0.78
H -2.56 0.36 0.73
H -0.81 -1.36 1.38
C 0.09 1.93 -0.65
O 0.60 -0.61 3.41
B -0.19 -0.96 -1.66
H 1.85 -2.10 -0.53
O -0.91 -0.15 -2.48
H 2.93 -0.73 0.01
H -1.62 -0.53 -2.99
H 0.16 3.08 -0.82
H -1.93 2.19 -0.73
O -0.48 -2.26 -1.41
C 1.98 -1.10 -0.39
C 1.14 1.10 -0.80

=====

Energy relative to the most stable one, in eV: arrangement i 2.042; arrangement ii 0.000